ORCA calculation (wB97M-V/def2-TZVPD) on C24H23N3O3S in the gas phase.

Computed properties:
LUMO: 0.283 eV
spin multiplicity: 1
SMILES: O=C(CCn1c(=O)[nH]c2ccsc2c1=O)N(CCc1ccccc1)Cc1ccccc1
highest occupied orbital energy: -8.757 eV
frontier orbital gap: 9.04 eV
energy relative to the best compared isomer or geometry (same formula, charge and spin): 0.000 eV
DFT total energy: -46711.7614 eV

CARTESIAN COORDINATES (ANGSTROEM)
1 C -5.53968 0.67305 -1.36747
2 O -0.68741 -2.30275 -1.71075
3 C -1.52327 -3.18909 0.70352
4 H -0.28656 2.33253 0.23251
5 N 2.11408 -3.36179 0.98471
6 O 0.46744 -4.17477 2.28320
7 N -0.11957 -3.18673 0.30872
8 H -5.28487 2.07204 1.69307
9 H -2.08431 -3.82023 0.01066
10 C 4.36982 3.91952 0.66768
11 C -4.19815 0.44619 -1.61699
12 C 3.19203 1.90080 1.20462
13 C -1.77361 0.57334 -0.97690
14 S 2.33813 -1.66732 -2.49300
15 H -3.89075 -0.01671 -2.54383
16 C 3.88099 -1.80849 -1.75590
17 H 2.06651 3.20484 -1.69568
18 C 1.36709 1.00826 -0.25775
19 H -6.27817 0.38886 -2.10247
20 C -4.98269 1.61628 0.76166
21 H -2.85588 -1.68506 1.48892
22 C 2.65107 3.10259 -0.79203
23 H 4.71361 -2.57284 0.08224
24 H 0.26864 1.30199 1.57298
25 H 5.12277 4.65582 0.90708
26 C -5.93538 1.25750 -0.17622
27 N -0.97027 0.36573 0.21105
28 H 1.69432 0.01808 0.06359
29 H 3.77899 4.88344 -1.14940
30 C 0.06977 1.33447 0.49884
31 C -3.64035 1.39432 0.50969
32 C 4.15552 2.84369 1.51307
33 C 1.59757 -2.41990 -1.12333
34 H 4.74330 -1.44128 -2.27605
35 O -0.21781 -0.91055 1.89251
36 C -2.10906 -1.76469 0.69702
37 H -1.55015 -3.62247 1.70351
38 C 2.53064 -2.75157 -0.16166
39 C 0.18467 -2.61146 -0.92104
40 C 3.84875 -2.39921 -0.53102
41 H 4.74144 2.73999 2.41469
42 H -1.65450 -0.27294 -1.66396
43 H 2.77473 -3.61211 1.70690
44 H -2.90060 1.67324 1.24581
45 H -6.98272 1.43105 0.02102
46 C -1.01995 -0.74203 0.98813
47 H -2.59405 -1.57153 -0.25337
48 C 2.43110 2.01943 0.04809
49 C -3.23659 0.80512 -0.68089
50 H -1.37775 1.45810 -1.48538
51 C 0.78842 -3.60191 1.27198
52 H 1.16366 0.97906 -1.33056
53 C 3.61564 4.04669 -0.48586
54 H 3.02334 1.06147 1.86403

These are the Mulliken partial charges, in e, on atoms 1 to 8:
1. C -0.684
2. O -0.734
3. C -1.306
4. H 0.423
5. N -0.077
6. O -0.667
7. N 0.001
8. H 0.394